Below is C5H9N3O3S as an isolated structure in a non-equilibrium geometry, with properties calculated with the ωB97M-V functional and the def2-TZVPD basis.

```
! wB97M-V def2-TZVPD RIJCOSX def2/J DEFGRID3
* xyz 0 1
C 0.9110 -1.0834 0.7470
C 1.4574 -0.4502 -0.3210
C -0.6386 0.1338 -0.2461
C -1.4859 -0.9452 1.7242
C 0.7591 1.4395 -1.7504
N -0.4548 -0.6969 0.7776
N 0.4200 0.3497 -0.9475
N -0.4824 2.0294 -2.1183
O 2.4987 1.6736 0.6212
O 0.1976 2.6773 0.7678
O 2.0331 3.8710 -0.4063
S 1.5030 2.6289 0.0936
H 1.2628 -1.6480 1.5429
H 2.4664 -0.3463 -0.5990
H -1.5394 0.5671 -0.3163
H -2.3217 -0.2489 1.6940
H -1.8068 -2.0026 1.5696
H -1.1365 -0.9084 2.8100
H 1.4989 1.2025 -2.5645
H -0.8570 2.2687 -1.1907
H -0.4827 2.8250 -2.7530
*
```

Its energy is -984.01734 hartree. The maximum force comes out at 5.16 eV/A. The energy above the lowest of the compared OMol25 structures with the same formula, charge and spin is 47.33 kcal per mole.